No. 1
The following is a quantum chemistry calculation of a cluster of 2 separate species, H4N4 in total, from the OMol25 dataset.

## Properties
- Maximum force: 3.39 eV/Å
- Gap between HOMO and LUMO: 11.00 eV
- Energy relative to the best compared isomer or geometry (same formula, charge and spin): 34.7 kcal/mol
- Spin multiplicity: 1

Each line ends with the natural charge from an NBO analysis.
Atoms and positions in Å:
N -1.90903 1.05421 0.06811  -0.11
N 1.34277 0.26960 -0.16497  -1.08
N -1.57346 -1.21796 0.03373  -0.55
N -1.65122 -0.03582 0.03199  0.27
H 1.02158 1.21000 -0.37053  0.37
H 1.11453 0.08907 0.80790  0.36
H 2.35530 0.30272 -0.22159  0.36
H -0.70047 -1.67182 -0.18462  0.40

Cartesian forces, eV/Å:
N 0.12 0.53 0.01
N 0.05 0.03 0.06
N -0.52 -3.34 0.28
N -0.03 2.27 -0.17
H -0.06 -0.05 0.02
H 0.07 0.10 -0.01
H -0.05 -0.10 -0.02
H 0.42 0.56 -0.17

No. 2
The following is a quantum chemistry calculation of an isolated molecule of C24H23ClN2O3S, from the OMol25 dataset.

## Properties
- Maximum force: 0.87 eV/Å
- Gap between HOMO and LUMO: 9.11 eV
- Spin multiplicity: 1

Each line ends with the natural charge from an NBO analysis.
Atoms and positions in Å:
C -3.72093 -4.77152 -0.45249  -0.63
C -3.44877 -3.32071 -0.72884  -0.02
C -3.58309 -2.84451 -2.02714  -0.21
C -3.34666 -1.51669 -2.32785  -0.19
C -2.95100 -0.64561 -1.33220  -0.23
C -2.81151 -1.10735 -0.03012  0.13
C -3.07434 -2.44413 0.29146  0.02
C -2.94785 -2.89796 1.72038  -0.66
H -1.89974 -2.93781 2.02205  0.22
H -3.47302 -2.21201 2.38618  0.22
H -3.37442 -3.88525 1.85839  0.23
N -2.37688 -0.19856 0.94782  -0.87
S -3.04026 1.33680 1.04475  2.32
O -2.93841 1.70332 2.42670  -0.93
O -4.31333 1.37955 0.39882  -0.91
C -1.85218 2.33546 0.13270  -0.36
C -0.67121 1.80779 -0.34814  -0.13
C 0.23412 2.63032 -1.00885  -0.13
C -0.07515 3.97274 -1.20481  -0.16
C -1.25345 4.50525 -0.71363  -0.22
C -2.13885 3.68177 -0.02849  -0.02
Cl -3.58887 4.28947 0.64383  0.06
H -1.49247 5.54720 -0.85024  0.24
H 0.61725 4.60329 -1.74181  0.23
C 1.49864 2.04751 -1.58222  0.67
O 1.56498 1.71197 -2.74885  -0.61
N 2.53166 1.94350 -0.72329  -0.42
C 2.49803 2.27973 0.67869  -0.21
C 2.51785 0.99247 1.50196  -0.43
C 3.66761 0.11830 1.07807  -0.03
C 4.16164 -0.85437 1.93952  -0.19
C 5.21437 -1.66674 1.56494  -0.21
C 5.79071 -1.51163 0.31461  -0.21
C 5.30562 -0.54886 -0.54902  -0.19
C 4.24329 0.26847 -0.18028  -0.03
C 3.76275 1.31635 -1.14991  -0.25
H 3.57984 0.87486 -2.13384  0.26
H 4.54253 2.08348 -1.26523  0.20
H 5.75011 -0.42342 -1.52565  0.21
H 6.61529 -2.14037 0.01458  0.21
H 5.58742 -2.41667 2.24607  0.21
H 3.71208 -0.96821 2.91566  0.21
H 2.59587 1.22783 2.56472  0.22
H 1.57736 0.45385 1.34943  0.21
H 1.61131 2.87375 0.90267  0.23
H 3.38908 2.87559 0.90896  0.20
H -0.46834 0.75677 -0.21357  0.24
H -2.24605 -0.58460 1.86954  0.43
H -2.76138 0.39277 -1.55052  0.22
H -3.46176 -1.15917 -3.33932  0.22
H -3.88142 -3.52489 -2.81104  0.21
H -3.93716 -5.29524 -1.37989  0.22
H -4.57973 -4.88657 0.20809  0.22
H -2.86117 -5.24734 0.01667  0.22

Cartesian forces, eV/Å:
C 0.01 0.06 0.02
C 0.01 0.10 -0.15
C -0.01 -0.01 0.02
C 0.03 0.08 0.04
C 0.01 -0.18 -0.06
C -0.21 -0.35 -0.77
C 0.06 0.22 0.11
C 0.01 0.08 -0.18
H 0.06 -0.04 0.13
H -0.03 -0.02 0.12
H 0.01 -0.04 0.08
N -0.22 0.62 0.33
S 0.24 -0.34 0.40
O 0.23 -0.12 0.00
O 0.27 -0.16 -0.23
C -0.44 -0.33 0.27
C 0.25 0.04 -0.15
C -0.30 0.00 -0.14
C 0.08 -0.23 0.04
C -0.18 -0.19 0.17
C 0.18 -0.01 -0.14
Cl -0.25 0.73 -0.01
H -0.04 0.11 0.00
H 0.06 0.08 -0.06
C -0.24 0.18 0.00
O -0.11 -0.02 -0.25
N 0.34 -0.10 0.11
C -0.18 -0.08 0.48
C 0.01 0.23 -0.08
C -0.01 -0.02 -0.01
C 0.04 -0.03 -0.05
C -0.02 -0.04 0.09
C 0.05 -0.01 -0.08
C -0.04 0.02 0.05
C -0.01 -0.03 0.11
C 0.16 -0.02 -0.41
H 0.08 0.10 0.15
H -0.09 -0.06 -0.05
H 0.07 0.00 -0.13
H 0.07 -0.06 -0.03
H 0.04 -0.07 0.06
H -0.05 -0.01 0.12
H -0.02 -0.02 0.02
H -0.06 0.06 0.05
H 0.18 -0.02 -0.01
H -0.09 0.03 0.01
H 0.06 -0.11 0.01
H 0.03 0.18 0.20
H 0.02 0.06 -0.15
H -0.01 0.04 -0.10
H -0.02 -0.08 -0.07
H -0.01 -0.05 -0.02
H -0.04 -0.10 0.07
H 0.01 -0.11 0.05

No. 3
The following is a quantum chemistry calculation of a structure of composition C11H16ClI2N2, from the OMol25 dataset.

## Properties
- Maximum force: 0.39 eV/Å
- Gap between HOMO and LUMO: 8.55 eV
- Spin multiplicity: 1
- Net charge: +1

Each line ends with the natural charge from an NBO analysis.
Atoms and positions in Å:
C 1.50116 -2.44210 2.61909  -0.68
C 1.51698 -1.01273 2.11925  -0.17
I 3.34186 -0.05750 2.18320  0.30
C 0.41818 -0.40257 1.66401  -0.14
I 0.27317 1.51560 0.93479  0.32
N -0.82686 -1.23960 1.66231  -0.55
C -2.17272 -0.56006 1.61324  -0.23
C -3.25968 -1.43308 2.22643  -0.45
C -3.25387 -2.88387 1.77232  -0.38
Cl -3.65632 -3.00731 0.04219  -0.04
H 1.15589 -3.13327 1.84574  0.23
H 2.48324 -2.75414 2.95691  0.27
H 0.83185 -2.54190 3.48213  0.22
H -0.77634 -1.88898 0.87208  0.44
H -0.81034 -1.79464 2.52142  0.44
H -2.08960 0.37196 2.16402  0.25
H -2.39275 -0.33241 0.57342  0.25
H -4.20765 -0.99078 1.91798  0.26
H -3.23669 -1.39031 3.31883  0.23
H -3.97467 -3.46577 2.33911  0.25
H -2.28858 -3.37824 1.89976  0.19
N 1.62024 3.78479 -2.36108  -0.43
C 1.83083 4.42081 -3.51130  0.04
C 2.11786 3.76757 -4.70178  -0.25
C 2.19078 2.38441 -4.70036  -0.16
C 1.97408 1.70891 -3.50874  -0.26
C 1.69532 2.45567 -2.37608  0.02
H 1.76739 5.50225 -3.47798  0.20
H 2.27951 4.33540 -5.60753  0.23
H 2.41299 1.84297 -5.61048  0.22
H 2.02297 0.62933 -3.45900  0.22
H 1.51175 1.98959 -1.41389  0.17

Cartesian forces, eV/Å:
C -0.22 0.16 0.06
C -0.25 -0.11 -0.01
I 0.10 0.09 -0.01
C 0.18 -0.19 0.15
I -0.15 0.08 0.10
N -0.03 0.25 0.03
C -0.28 0.15 0.07
C -0.05 -0.13 -0.12
C 0.04 -0.05 0.09
Cl 0.11 0.02 -0.07
H 0.12 -0.03 -0.02
H 0.01 -0.04 -0.09
H 0.04 0.00 0.02
H -0.03 -0.10 0.08
H 0.09 -0.13 -0.10
H 0.06 0.02 -0.02
H 0.13 -0.02 -0.03
H -0.03 0.04 0.12
H 0.16 -0.04 -0.01
H -0.10 0.03 -0.09
H -0.03 0.00 0.07
N -0.03 0.01 0.00
C 0.00 -0.02 0.02
C 0.00 -0.01 -0.01
C 0.00 0.01 0.01
C 0.01 0.00 0.00
C -0.03 0.16 0.06
H 0.00 0.00 -0.01
H 0.00 0.00 0.00
H 0.00 0.00 0.00
H 0.00 0.00 0.00
H 0.18 -0.16 -0.31

No. 4
The following is a quantum chemistry calculation of an isolated molecule of C22H24N2O5, from the OMol25 dataset.

## Properties
- Maximum force: 0.99 eV/Å
- Gap between HOMO and LUMO: 7.48 eV
- Energy relative to the best compared isomer or geometry (same formula, charge and spin): 14.4 kcal/mol
- Spin multiplicity: 1

Each line ends with the natural charge from an NBO analysis.
Atoms and positions in Å:
C 8.89099 0.27965 -0.18463  -0.25
H 8.70211 1.31907 -0.47016  0.18
O 7.88589 -0.57966 -0.66974  -0.48
C 6.61098 -0.39742 -0.25641  0.33
C 5.66577 -1.29097 -0.77686  -0.26
C 4.34280 -1.19980 -0.42472  -0.13
C 3.90202 -0.20830 0.46631  -0.16
C 4.85623 0.67807 0.97753  -0.14
C 6.18789 0.59306 0.62875  -0.28
H 6.88836 1.29787 1.04844  0.22
H 4.54238 1.45038 1.66509  0.21
C 2.53051 -0.06980 0.87400  -0.05
C 1.49601 -0.84362 0.47662  -0.33
C 0.16068 -0.62181 0.95541  0.53
O -0.00089 0.39365 1.77720  -0.65
C -0.92991 -1.42502 0.57531  -0.44
C -2.24188 -1.08282 1.08873  0.71
N -3.32831 -1.81408 0.66273  -0.47
C -3.25159 -2.89285 -0.19357  0.81
O -4.21951 -3.51343 -0.56030  -0.61
N -1.98151 -3.22094 -0.58895  -0.64
C -0.79088 -2.56225 -0.31652  0.69
O 0.22596 -2.98944 -0.82719  -0.62
H -1.90578 -4.02064 -1.20818  0.43
C -4.66306 -1.33555 0.99043  -0.22
H -4.58996 -0.76654 1.91753  0.23
H -5.30849 -2.20454 1.12385  0.23
C -5.18700 -0.44982 -0.15338  -0.43
C -4.24406 0.69242 -0.38089  0.03
C -3.22426 0.64319 -1.23167  -0.22
C -2.30156 1.81695 -1.30629  -0.44
C -3.12290 3.10732 -1.43863  -0.39
C -4.25176 3.18991 -0.39698  -0.39
C -4.36226 1.92321 0.46579  -0.45
H -5.30461 1.93416 1.01490  0.21
H -3.54972 1.91855 1.19855  0.22
H -4.09842 4.04662 0.26096  0.20
H -5.20355 3.33992 -0.90933  0.20
H -3.55138 3.13197 -2.44202  0.20
H -2.45611 3.96590 -1.34644  0.20
H -1.70827 1.87049 -0.38702  0.20
H -1.61120 1.72648 -2.14550  0.22
H -3.05500 -0.20074 -1.88528  0.20
H -6.17975 -0.08814 0.11667  0.22
H -5.26962 -1.06381 -1.05198  0.22
O -2.42302 -0.17099 1.90763  -0.67
H -0.97468 0.42176 2.04229  0.52
H 1.62712 -1.66271 -0.20801  0.26
H 2.32576 0.73508 1.56971  0.22
H 3.63687 -1.90163 -0.83845  0.22
H 6.01036 -2.05104 -1.46005  0.23
H 9.81596 -0.05840 -0.64867  0.20
H 8.98621 0.21106 0.90342  0.18

Cartesian forces, eV/Å:
C 0.18 0.17 0.10
H -0.01 -0.04 0.02
O -0.27 -0.20 -0.11
C -0.29 0.03 0.09
C 0.22 0.03 -0.02
C 0.02 0.20 0.16
C 0.72 0.07 -0.10
C -0.43 -0.28 -0.13
C 0.51 -0.04 -0.14
H 0.08 0.04 0.02
H -0.05 0.07 0.07
C -0.97 -0.17 0.07
C 0.81 0.28 0.04
C -0.50 -0.07 0.07
O -0.11 -0.09 -0.03
C 0.14 0.39 0.25
C 0.31 -0.12 0.04
N -0.19 0.03 0.27
C 0.29 -0.03 0.03
O -0.24 -0.10 -0.10
N 0.10 -0.36 -0.30
C -0.05 0.04 0.03
O 0.14 -0.16 -0.13
H -0.04 0.17 0.12
C -0.42 0.08 0.07
H -0.04 -0.15 -0.09
H 0.09 0.12 0.05
C 0.25 -0.09 0.02
C -0.23 -0.05 -0.05
C -0.03 0.11 -0.13
C -0.03 0.09 -0.11
C 0.10 0.02 0.00
C -0.06 0.04 0.04
C 0.04 0.14 -0.06
H 0.02 -0.02 0.09
H -0.06 0.00 0.08
H -0.06 0.04 -0.02
H -0.01 0.06 0.04
H 0.05 0.04 -0.01
H -0.02 0.04 -0.06
H 0.13 0.00 0.02
H 0.06 0.00 0.07
H -0.07 -0.21 -0.08
H -0.06 -0.01 -0.04
H -0.06 0.00 0.02
O 0.09 0.13 0.08
H 0.09 -0.17 -0.15
H -0.02 0.00 0.01
H -0.03 0.05 0.05
H -0.07 -0.11 -0.07
H 0.03 -0.10 -0.08
H -0.05 0.06 0.06
H -0.02 0.01 -0.04